The following is a DFT calculation (ωB97M-V/def2-TZVPD) of CH4N3S2 as an isolated structure in a non-equilibrium geometry.

The value obtained for the energy relative to the best compared isomer or geometry (same formula, charge and spin) is 77.2 kJ/mol. The orbital gap comes out at 8.26 eV. The value obtained for the total energy is -1000.81621 hartree. Its LUMO energy is -5.993 eV.

```
! RIJCOSX wB97M-V def2-TZVPD def2/J DEFGRID3
* xyz 1 1
C 0.237 -0.030 1.332
N 1.236 0.446 0.961
N -0.819 -0.370 1.968
N 1.218 0.542 -1.973
S 3.547 -0.984 -1.119
S 2.489 0.578 -0.877
H -0.699 -1.346 2.300
H -1.510 0.344 2.297
H 0.410 1.229 -1.934
H 1.058 -0.155 -2.711
*
```